Model one:
This record from the Open Molecules 2025 dataset describes a 4-piece molecular cluster, C4H14O3 overall. The level of theory is wB97M-V/def2-TZVPD.

Calculated values
SMILES	C=CCC.O.O.O
Kohn-Sham gap	9.54	eV
multiplicity	1

Each line ends with the Mulliken charge.
CARTESIAN COORDINATES (ANGSTROEM)
C1 0.20990 -2.52421 1.06680  -0.851
C2 0.18081 -1.66815 0.06944  -0.095
C3 1.06240 -0.56398 -0.33646  0.514
C4 1.33799 -0.32958 -1.82911  -1.299
H1 -0.45168 -3.35448 1.24665  0.269
H2 0.98093 -2.43467 1.83185  0.227
H3 -0.67860 -1.69007 -0.61706  0.250
H4 0.43686 0.27123 0.00865  -0.340
H5 2.03343 -0.57793 0.16346  0.352
H6 2.35664 0.02111 -1.94954  0.312
H7 1.28235 -1.29928 -2.34467  0.389
H8 0.62495 0.26303 -2.39467  0.320
O1 -0.60863 1.11673 2.02109  -0.559
H9 -0.74446 1.10591 2.98644  0.254
H10 0.31394 1.41885 2.05250  0.306
O2 0.29289 2.67882 -0.23231  -0.617
H11 -0.34378 2.63440 -0.94986  0.297
H12 -0.25672 3.11082 0.42001  0.305
O3 -2.47070 0.68959 -0.71179  -0.601
H13 -3.40973 0.76508 -0.64339  0.271
H14 -2.14881 0.36677 0.14197  0.297

Model two:
This record from the Open Molecules 2025 dataset describes a 5-piece molecular cluster, C4H14O3 overall. The level of theory is wB97M-V/def2-TZVPD.

Calculated values
Kohn-Sham gap	8.48	eV
multiplicity	1

Each line ends with the Mulliken charge.
CARTESIAN COORDINATES (ANGSTROEM)
C1 0.66977 -0.10774 -1.36129  -0.495
C2 1.35997 -0.26503 -0.18832  0.180
C3 1.82798 0.88724 0.71762  -0.903
C4 0.06590 -1.24868 -2.20721  -0.976
H1 0.60010 0.83091 -1.90891  0.333
H2 1.09351 -1.22477 0.25668  0.375
H3 1.10847 0.82994 1.53779  0.230
H4 1.82298 1.75751 0.10128  0.300
H5 2.81871 0.66395 1.14890  0.414
H6 -0.97252 -0.99816 -2.51016  0.306
H7 0.57400 -1.56552 -3.15430  0.342
H8 -0.16023 -2.15225 -1.60254  0.268
H9 -2.06338 0.62172 2.00456  0.136
H10 -0.84382 0.24179 -0.24083  0.363
O1 -1.24258 0.33384 1.58153  -0.884
H11 -1.80805 3.07067 0.71166  0.261
H12 -0.96926 1.75071 0.72056  0.402
O2 -1.03370 2.66401 0.31686  -0.654
H13 -1.03673 -1.19581 1.38835  0.385
H14 -1.08365 -2.79156 1.62514  0.273
O3 -0.72747 -2.10278 1.06263  -0.655

Tell me which of them is the least stable. Sure, it is model two.

Model one:
This record from the Open Molecules 2025 dataset describes a 3-piece molecular cluster, C4H14O3 overall. The level of theory is wB97M-V/def2-TZVPD.

Calculated values
SMILES	CCCCO.O.O
Kohn-Sham gap	10.93	eV
multiplicity	1

Each line ends with the Mulliken charge.
CARTESIAN COORDINATES (ANGSTROEM)
C1 2.95016 1.07129 0.94953  -1.098
C2 1.74738 1.97441 0.55691  -0.410
C3 0.60773 1.07436 -0.05681  -0.591
C4 -0.62593 1.99518 -0.28326  -0.470
O1 -0.71584 2.99656 0.76122  -0.534
H1 2.69460 0.01738 1.05697  0.329
H2 3.40269 1.60984 1.78132  0.311
H3 3.69339 1.04971 0.15486  0.293
H4 1.30725 2.37695 1.47544  0.329
H5 2.05397 2.76078 -0.14585  0.362
H6 1.03944 0.86830 -1.07099  0.251
H7 0.39650 0.20263 0.54258  0.349
H8 -1.65377 1.57016 -0.19476  0.339
H9 -0.58767 2.45599 -1.26824  0.228
H10 -1.44663 2.75060 1.32275  0.309
O2 -3.79012 -6.08826 -1.80664  -0.640
H11 -4.51909 -5.67291 -1.38115  0.317
H12 -2.92623 -5.65313 -1.84883  0.323
O3 -1.41006 -2.73063 0.00495  -0.653
H13 -1.17526 -1.86848 0.34560  0.329
H14 -1.04251 -2.76073 -0.89560  0.327

Model two:
This record from the Open Molecules 2025 dataset describes a 3-piece molecular cluster, C4H14O3 overall. The level of theory is wB97M-V/def2-TZVPD.

Calculated values
SMILES	CC[C@@H](C)O.O.O
Kohn-Sham gap	11.14	eV
multiplicity	1

Each line ends with the Mulliken charge.
CARTESIAN COORDINATES (ANGSTROEM)
C1 -2.41086 -0.29039 1.06974  -1.296
C2 -1.01795 0.27298 0.69450  -0.268
C3 -0.88544 0.54795 -0.78350  0.138
C4 0.39023 1.32976 -1.09584  -1.188
O1 -0.88682 -0.70105 -1.47794  -0.553
H1 -3.13716 0.18197 0.40746  0.316
H2 -2.41358 -1.36630 0.85467  0.290
H3 -2.64910 -0.15685 2.12224  0.371
H4 -0.24676 -0.40440 1.05601  0.217
H5 -0.90082 1.21440 1.23216  0.353
H6 -1.72935 1.16473 -1.07707  0.446
H7 0.44738 1.58353 -2.15182  0.351
H8 1.24681 0.70251 -0.83653  0.205
H9 0.45403 2.21342 -0.47028  0.339
H10 -1.28642 -0.56276 -2.34981  0.319
O2 1.85018 -1.96665 -0.34668  -0.617
H11 1.40137 -1.24626 -0.79902  0.305
H12 2.16103 -2.51573 -1.07487  0.268
O3 2.12315 1.09466 1.89498  -0.598
H13 2.21537 0.30238 1.35519  0.318
H14 3.01064 1.33249 2.17674  0.286

Tell me which of them is the least stable. Sure, it is model one.

Model one:
This record from the Open Molecules 2025 dataset describes a 2-piece molecular cluster, CH6N2 overall. The level of theory is wB97M-V/def2-TZVPD.

Calculated values
SMILES	C=N.N
Kohn-Sham gap	10.50	eV
multiplicity	1

Each line ends with the Mulliken charge.
CARTESIAN COORDINATES (ANGSTROEM)
C1 2.54272 -1.96530 0.19908  -0.232
N1 3.51133 -1.16576 0.27231  -0.465
H1 2.57330 -2.85680 0.82456  0.243
H2 1.64329 -1.84646 -0.41135  0.214
H3 3.41870 -0.33479 -0.32366  0.239
N2 -3.47193 2.05236 -0.14286  -0.518
H4 -3.60948 1.07408 -0.13844  0.171
H5 -3.03346 2.45171 -0.95495  0.176
H6 -3.57447 2.59098 0.67530  0.171

Model two:
This record from the Open Molecules 2025 dataset describes CH6N2 in the gas phase. The level of theory is wB97M-V/def2-TZVPD.

Calculated values
SMILES	CNN
Kohn-Sham gap	9.72	eV
multiplicity	1

Each line ends with the Mulliken charge.
CARTESIAN COORDINATES (ANGSTROEM)
C1 -1.08432 -0.10135 0.08785  -0.717
N1 0.19293 0.46300 -0.03349  -0.176
N2 1.26929 -0.42290 0.16964  -0.567
H1 -1.06481 -1.04080 0.54354  0.329
H2 -1.57562 0.58069 0.86363  0.210
H3 -1.79855 -0.13388 -0.72012  0.256
H4 0.35572 1.11001 -0.80904  0.207
H5 1.95552 0.18546 0.65999  0.249
H6 1.74982 -0.64024 -0.76200  0.209

Tell me which of them is the least stable. Sure, it is model two.